[1]
The following is a DFT calculation (ωB97M-V/def2-TZVPD) of a structure of composition C40H81Br2CaCl3FN4NaO19P at a distorted geometry.

Element x y z (Å)
C 2.34 -4.88 -0.71
C 3.09 -3.56 -0.23
C 2.20 -2.78 0.88
Cl 0.38 -3.00 0.57
N 2.51 -1.33 0.87
C 2.68 -0.55 1.94
N 2.56 -1.15 3.24
C 2.77 0.00 4.11
O 2.73 -0.19 5.52
N 2.99 1.16 3.34
C 3.24 2.48 3.98
C 1.92 3.32 4.28
C 0.69 2.45 4.80
C -0.25 2.10 3.53
C -1.15 0.77 3.80
C -2.61 1.28 4.20
C -3.58 1.41 2.92
C -4.33 0.02 2.58
C -3.55 -0.86 1.48
C -3.53 -0.18 0.02
C -2.09 0.43 -0.36
C -1.76 0.29 -1.94
O -2.45 1.26 -2.74
C -1.70 2.48 -2.88
N 2.97 0.87 1.99
C 3.19 1.77 0.83
Br 1.82 3.18 0.59
C 4.66 2.46 0.80
C 5.37 2.24 -0.64
Br 4.37 4.45 0.92
H 1.85 -5.39 0.19
H 3.02 -5.65 -1.18
H 1.50 -4.59 -1.44
H 4.04 -3.88 0.34
H 3.44 -2.88 -1.07
H 2.40 -3.31 1.86
H 2.57 -0.88 -0.06
H 2.73 -1.20 5.74
H 4.01 3.08 3.40
H 3.73 2.26 4.99
H 1.65 3.99 3.39
H 2.18 4.06 5.12
H 0.97 1.50 5.36
H 0.04 3.06 5.53
H -0.90 2.98 3.22
H 0.49 1.79 2.71
H -1.14 0.17 2.82
H -0.60 0.22 4.65
H -2.50 2.36 4.60
H -3.02 0.57 4.99
H -2.98 1.75 2.01
H -4.41 2.16 3.17
H -4.53 -0.54 3.55
H -5.37 0.23 2.13
H -2.52 -1.16 1.87
H -4.15 -1.84 1.35
H -3.77 -1.00 -0.74
H -4.38 0.58 -0.09
H -2.11 1.56 -0.16
H -1.22 -0.07 0.18
H -1.97 -0.77 -2.32
H -0.62 0.43 -2.07
H -1.64 3.05 -1.89
H -0.67 2.33 -3.37
H -2.27 3.15 -3.61
H 3.13 1.11 -0.11
H 5.32 2.12 1.65
H 4.98 1.33 -1.20
H 5.12 3.14 -1.30
H 6.50 2.13 -0.56
C 3.68 7.64 5.97
C 2.96 6.85 4.90
O 1.77 6.28 5.44
H 3.93 7.01 6.82
H 4.60 8.08 5.57
H 3.05 8.45 6.35
H 3.59 6.03 4.54
H 2.69 7.48 4.05
H 1.21 7.00 5.75
C -7.06 5.04 -2.71
O -7.80 3.99 -2.10
C -6.99 2.85 -1.83
C -7.63 1.99 -0.75
O -7.40 2.49 0.57
C -8.18 3.63 0.94
C -9.63 3.30 1.22
O -10.36 3.21 0.00
C -11.58 2.51 0.15
H -6.63 4.71 -3.66
H -7.75 5.87 -2.90
H -6.28 5.39 -2.03
H -5.99 3.16 -1.51
H -6.91 2.27 -2.76
H -7.14 1.01 -0.77
H -8.69 1.82 -0.93
H -8.08 4.44 0.20
H -7.73 4.00 1.87
H -10.09 4.10 1.82
H -9.69 2.35 1.76
H -11.39 1.47 0.47
H -12.09 2.48 -0.81
H -12.22 3.01 0.88
C 8.39 -2.80 -0.76
C 7.52 -2.46 -1.92
O 6.82 -3.67 -2.17
C 6.74 -4.29 -0.96
O 5.99 -5.20 -0.72
O 7.60 -3.75 -0.05
F 8.26 -2.17 -3.01
H 9.33 -3.27 -1.06
H 8.61 -1.94 -0.13
H 6.81 -1.66 -1.73
Cl -7.54 1.31 -5.89
C -6.29 2.19 -6.81
C -4.95 2.19 -6.10
Cl -4.98 3.15 -4.60
H -6.65 3.21 -6.97
H -6.20 1.70 -7.78
H -4.19 2.63 -6.75
H -4.64 1.17 -5.85
C -1.41 5.90 -3.56
O -0.88 6.99 -3.37
O -2.58 5.60 -3.24
O -0.86 4.92 -4.11
Ca 2.82 -0.20 7.72
O 1.99 -5.50 3.93
H 1.35 -5.99 3.40
H 1.94 -4.60 3.60
C 7.88 -7.69 -2.48
O 8.61 -7.18 -3.61
P 8.56 -8.20 -4.99
O 9.83 -7.55 -5.55
O 7.21 -7.45 -5.56
C 7.07 -6.04 -5.45
O 8.42 -9.35 -6.25
C 8.95 -9.04 -7.53
H 7.90 -6.94 -1.69
H 6.84 -7.88 -2.76
H 8.34 -8.61 -2.12
H 8.04 -5.53 -5.48
H 6.56 -5.80 -4.52
H 6.47 -5.69 -6.29
H 10.03 -9.16 -7.52
H 8.68 -8.03 -7.83
H 8.53 -9.74 -8.25
C -4.78 -5.27 0.33
C -5.90 -4.53 1.05
O -6.57 -5.21 1.86
O -6.01 -3.31 0.75
H -4.73 -6.32 0.64
H -4.94 -5.24 -0.75
H -3.81 -4.80 0.56
Na 1.27 -2.70 4.54

Results
E_tot: -300144.031 eV
charge: +1

Atom charges from the Löwdin analysis, given in e for atoms 1 to 2: -0.13 -0.21

=====

[2]
The following is a DFT calculation (ωB97M-V/def2-TZVPD) of a cluster of 13 separate species, C40H81BrClF3O18S2 in total at a distorted geometry.

Element x y z (Å)
C -0.73 5.51 5.36
C -1.94 4.57 5.49
S -2.92 4.46 3.98
C -3.09 2.67 3.78
C -2.02 1.93 3.01
C -2.12 0.61 2.79
C -3.26 -0.25 3.23
C -4.46 -0.13 2.30
C -4.08 -0.19 0.81
C -5.33 0.11 -0.02
S -4.98 0.38 -1.73
O -6.21 0.63 -2.42
O -3.95 1.35 -1.86
Cl -4.29 -1.44 -2.32
C -1.03 -0.10 2.08
O -0.73 -1.23 2.39
C -0.39 0.67 0.98
C 0.09 0.06 -0.19
C -0.01 -1.44 -0.39
C 1.32 -2.19 -0.59
C 2.49 -1.55 0.08
F 2.33 -0.83 1.20
C 3.73 -1.68 -0.37
F 4.07 -2.51 -1.35
F 4.77 -1.02 0.11
C 0.65 0.89 -1.19
C 1.18 0.36 -2.49
C 0.16 -0.23 -3.49
C 0.47 0.16 -4.95
Br -1.67 0.30 -3.09
C 0.70 2.27 -0.97
C 0.26 2.89 0.21
C 0.37 4.38 0.32
C -0.54 5.09 -0.67
O 0.11 5.21 -1.95
C -0.75 5.76 -2.86
C -1.39 4.80 -3.81
O -0.96 6.92 -2.88
C -0.29 2.06 1.19
C -0.79 2.59 2.49
O -0.21 3.45 3.09
H -0.93 6.25 4.58
H 0.17 4.98 5.10
H -0.55 6.03 6.30
H -1.60 3.57 5.75
H -2.55 4.91 6.32
H -4.07 2.52 3.33
H -3.14 2.24 4.77
H -3.56 -0.02 4.25
H -2.91 -1.27 3.18
H -5.02 0.79 2.45
H -5.17 -0.94 2.49
H -3.35 0.57 0.57
H -3.69 -1.18 0.56
H -6.06 -0.69 0.08
H -5.79 1.04 0.31
H -0.61 -1.59 -1.29
H -0.54 -1.92 0.41
H 1.56 -2.27 -1.65
H 1.24 -3.22 -0.24
H 1.68 1.18 -3.00
H 1.97 -0.36 -2.29
H 0.23 -1.31 -3.43
H -0.36 0.72 -5.36
H 1.35 0.79 -5.02
H 0.67 -0.71 -5.57
H 1.13 2.90 -1.74
H 0.09 4.75 1.30
H 1.39 4.68 0.08
H -1.47 4.53 -0.80
H -0.80 6.07 -0.28
H -0.93 3.82 -3.78
H -1.33 5.17 -4.82
H -2.43 4.70 -3.52
C 6.58 -5.24 -2.03
O 6.42 -4.72 -0.72
H 7.29 -6.06 -1.98
H 5.63 -5.61 -2.42
H 6.97 -4.48 -2.71
H 5.80 -4.00 -0.76
C -1.71 2.26 8.64
O -1.76 3.68 8.53
H -2.73 1.91 8.75
H -1.27 1.81 7.75
H -1.13 1.95 9.52
H -0.85 3.99 8.44
C 4.98 -0.66 -4.53
O 3.64 -1.13 -4.41
H 5.09 -0.23 -5.52
H 5.19 0.11 -3.78
H 5.69 -1.48 -4.42
H 3.55 -1.52 -3.53
C 3.27 -5.14 0.71
O 1.92 -5.57 0.56
H 3.58 -4.69 -0.23
H 3.35 -4.39 1.51
H 3.93 -5.98 0.93
H 1.65 -5.97 1.39
C 4.79 -1.41 4.11
O 4.87 -2.44 3.12
H 4.96 -1.87 5.08
H 5.56 -0.66 3.93
H 3.80 -0.94 4.10
H 4.72 -2.02 2.27
C -3.99 -4.75 0.08
O -3.18 -3.59 -0.11
H -3.90 -5.06 1.11
H -5.04 -4.53 -0.14
H -3.65 -5.57 -0.56
H -3.26 -3.32 -1.03
C 0.76 -3.57 4.82
O 1.61 -2.92 3.89
H 1.35 -4.31 5.35
H 0.35 -2.86 5.55
H -0.07 -4.07 4.31
H 1.07 -2.27 3.43
C -5.14 3.94 8.49
O -6.08 2.92 8.12
H -4.39 3.99 7.71
H -5.63 4.91 8.57
H -4.65 3.69 9.43
H -6.75 2.88 8.81
C 4.68 0.03 -9.14
O 4.23 -0.17 -7.81
H 5.14 1.01 -9.19
H 5.43 -0.72 -9.42
H 3.85 -0.01 -9.85
H 3.82 -1.04 -7.76
C -3.65 1.75 -5.80
O -2.49 2.47 -6.19
H -3.66 1.66 -4.72
H -4.56 2.27 -6.12
H -3.64 0.75 -6.24
H -2.49 2.54 -7.15
C -4.21 -7.65 2.72
O -4.48 -7.60 1.32
H -3.15 -7.84 2.84
H -4.46 -6.71 3.21
H -4.76 -8.47 3.20
H -5.42 -7.44 1.22
C 7.98 1.56 -9.62
O 7.94 0.38 -10.42
H 8.33 1.29 -8.64
H 8.66 2.29 -10.06
H 6.98 2.00 -9.54
H 7.63 0.62 -11.30

Results
E_tot: -192029.789 eV
energy relative to the best compared isomer or geometry (same formula, charge and spin): 0.0 kcal/mol
charge: 0

Atom charges from the Löwdin analysis, given in e for atoms 1 to 2: -0.16 -0.54

=====

Number 1: E_LUMO -6.310 eV. Number 2: E_LUMO -0.804 eV.